(1)
{"formula": "C15H35AgN6O8", "method": "ωB97M-V with the def2-TZVPD basis set", "elements": ["Ag", "N", "O", "O", "O", "C", "C", "O", "N", "C", "H", "H", "H", "H", "H", "H", "H", "C", "C", "O", "N", "C", "H", "H", "H", "H", "H", "H", "H", "C", "C", "O", "N", "C", "H", "H", "H", "H", "H", "H", "H", "C", "C", "O", "N", "C", "H", "H", "H", "H", "H", "H", "H", "C", "C", "O", "N", "C", "H", "H", "H", "H", "H", "H", "H"], "coordinates": [[12.353, 6.634, 29.940], [11.716, 4.204, 32.134], [11.455, 4.278, 33.355], [11.170, 5.035, 31.351], [12.565, 3.401, 31.715], [15.149, 4.962, 32.458], [15.277, 6.379, 32.037], [14.740, 6.774, 31.007], [15.930, 7.226, 32.852], [16.091, 8.634, 32.614], [16.043, 4.499, 32.883], [14.596, 4.460, 31.669], [14.530, 4.840, 33.361], [16.232, 6.893, 33.752], [16.375, 8.826, 31.580], [16.835, 9.182, 33.195], [15.181, 9.204, 32.836], [7.834, 6.666, 29.780], [8.858, 7.549, 29.148], [10.035, 7.370, 29.433], [8.436, 8.579, 28.386], [9.324, 9.387, 27.588], [8.309, 5.733, 30.065], [6.929, 6.477, 29.193], [7.411, 7.131, 30.676], [7.458, 8.759, 28.252], [10.367, 9.104, 27.701], [9.248, 10.472, 27.691], [9.015, 9.204, 26.549], [15.985, 8.726, 26.704], [14.643, 8.936, 27.384], [13.559, 8.746, 26.837], [14.713, 9.440, 28.629], [13.591, 9.718, 29.489], [16.731, 9.355, 27.195], [15.989, 9.011, 25.652], [16.358, 7.703, 26.693], [15.634, 9.541, 29.024], [13.809, 9.693, 30.550], [12.767, 9.032, 29.277], [13.131, 10.679, 29.236], [12.389, 7.432, 33.854], [11.881, 8.501, 32.916], [11.523, 8.205, 31.784], [11.920, 9.770, 33.360], [11.722, 10.977, 32.589], [13.050, 7.827, 34.625], [12.791, 6.600, 33.285], [11.488, 7.054, 34.348], [12.278, 9.869, 34.295], [12.591, 11.151, 31.947], [11.663, 11.834, 33.255], [10.837, 10.876, 31.964], [14.106, 5.375, 25.857], [14.100, 4.877, 27.291], [13.683, 5.546, 28.218], [14.670, 3.662, 27.507], [14.776, 3.107, 28.838], [13.371, 6.177, 25.722], [13.974, 4.679, 25.033], [14.973, 6.017, 25.679], [15.079, 3.251, 26.687], [14.034, 3.418, 29.567], [15.796, 3.206, 29.219], [14.648, 2.021, 28.773]], "mulliken_charge": [1.39, 0.90, -0.64, -0.62, -0.61, -1.04, 0.47, -0.54, -0.10, -0.64, 0.45, -0.06, 0.37, 0.23, 0.13, 0.39, 0.12, -1.19, 0.64, -0.50, -0.16, -0.72, 0.26, 0.40, 0.29, 0.22, 0.13, 0.29, 0.31, -1.28, 0.86, -0.62, -0.04, -0.20, 0.40, 0.36, 0.22, 0.24, -0.14, -0.18, 0.38, -0.54, 0.37, -0.54, -0.16, -0.77, 0.47, -0.46, 0.39, 0.25, 0.23, 0.38, 0.23, -1.22, 0.67, -0.49, -0.16, -0.69, 0.28, 0.40, 0.21, 0.19, 0.13, 0.30, 0.35], "e_tot_ha": -1669.91328, "fmax_ha_per_bohr": 0.036, "orbital_gap_ha": 0.295, "multiplicity": 1}


(2)
{"formula": "CHF2IO4S2", "method": "ωB97M-V with the def2-TZVPD basis set", "elements": ["C", "O", "O", "O", "O", "F", "F", "S", "S", "I", "H"], "coordinates": [[-0.193, 0.249, 0.600], [-3.129, 0.354, 0.324], [-1.766, -1.624, -0.177], [-1.599, 1.978, -0.054], [0.559, 2.816, 0.791], [-1.693, 0.256, -1.712], [0.605, 1.861, -1.381], [-1.720, -0.218, -0.173], [-0.167, 1.823, 0.105], [-5.045, -0.217, -0.146], [0.405, -0.612, 0.671]], "mulliken_charge": [-0.58, -0.48, -0.64, -0.57, -0.58, -0.22, -0.27, 1.30, 1.14, 0.42, 0.48], "e_tot_ha": -1633.27766, "fmax_ha_per_bohr": 0.069, "orbital_gap_ha": 0.276, "multiplicity": 1}


(3)
{"formula": "C6H10O2", "method": "ωB97M-V with the def2-TZVPD basis set", "elements": ["C", "C", "C", "C", "C", "C", "H", "H", "H", "H", "H", "H", "O", "H", "H", "O", "H", "H"], "coordinates": [[-0.135, 0.956, 1.388], [-1.397, 0.674, 0.912], [-1.548, -0.616, 0.313], [-0.569, -1.508, 0.483], [0.686, -1.171, 0.990], [1.003, 0.144, 1.266], [0.119, 1.965, 1.642], [-2.113, 1.375, 1.229], [-2.324, -0.783, -0.334], [-0.712, -2.630, 0.099], [1.482, -1.859, 1.181], [2.025, 0.398, 1.617], [0.408, 2.569, -1.605], [1.258, 2.118, -1.599], [0.042, 1.577, -1.799], [0.817, -1.232, -1.608], [0.649, -1.475, -2.585], [0.310, -0.503, -1.590]], "mulliken_charge": [-0.21, -0.39, -0.49, -0.19, -0.36, -0.46, 0.30, 0.42, 0.50, 0.15, 0.37, 0.36, -0.62, 0.33, 0.31, -0.52, 0.30, 0.19], "e_tot_ha": -385.01191, "smiles": "c1ccccc1.O.O", "fmax_ha_per_bohr": 0.127, "orbital_gap_ha": 0.343, "multiplicity": 1}


(4)
{"formula": "C27H76O11", "method": "ωB97M-V with the def2-TZVPD basis set", "elements": ["C", "C", "C", "O", "H", "H", "H", "H", "H", "H", "H", "H", "C", "C", "C", "O", "H", "H", "H", "H", "H", "H", "H", "H", "C", "C", "C", "O", "H", "H", "H", "H", "H", "H", "H", "H", "C", "C", "C", "O", "H", "H", "H", "H", "H", "H", "H", "H", "C", "C", "C", "O", "H", "H", "H", "H", "H", "H", "H", "H", "C", "C", "C", "O", "H", "H", "H", "H", "H", "H", "H", "H", "C", "C", "C", "O", "H", "H", "H", "H", "H", "H", "H", "H", "C", "C", "C", "O", "H", "H", "H", "H", "H", "H", "H", "H", "C", "C", "C", "O", "H", "H", "H", "H", "H", "H", "H", "H", "O", "H", "H", "O", "H", "H"], "coordinates": [[9.999, 6.971, 12.001], [11.385, 7.411, 11.494], [11.183, 8.274, 10.281], [12.164, 7.960, 12.489], [10.059, 6.220, 12.771], [9.474, 6.647, 11.141], [9.532, 7.883, 12.410], [11.988, 6.542, 11.206], [10.399, 7.937, 9.684], [12.084, 8.374, 9.689], [10.971, 9.247, 10.677], [11.722, 8.688, 13.047], [8.782, 11.294, 10.371], [8.945, 12.252, 11.582], [8.984, 13.668, 10.959], [7.854, 12.161, 12.519], [9.537, 11.510, 9.616], [7.774, 11.449, 9.989], [9.015, 10.349, 10.783], [9.843, 12.076, 12.156], [8.736, 14.425, 11.703], [8.247, 13.696, 10.150], [9.941, 13.986, 10.573], [7.039, 12.095, 12.035], [18.941, 15.966, 12.590], [18.283, 16.422, 13.877], [19.075, 17.573, 14.536], [16.989, 16.919, 13.671], [18.446, 15.153, 12.138], [20.020, 15.850, 12.790], [18.909, 16.778, 11.862], [18.088, 15.647, 14.601], [18.857, 18.437, 13.929], [20.153, 17.439, 14.603], [18.704, 17.690, 15.613], [17.024, 17.612, 13.041], [10.360, 18.884, 8.376], [10.257, 17.475, 8.937], [9.448, 16.625, 8.007], [11.535, 16.933, 9.192], [9.408, 19.413, 8.339], [10.892, 18.798, 7.442], [11.008, 19.395, 9.148], [9.868, 17.529, 9.994], [9.940, 16.668, 7.051], [8.420, 17.030, 7.858], [9.399, 15.556, 8.273], [11.837, 16.434, 8.441], [11.702, 14.152, 6.325], [12.787, 13.766, 7.358], [14.142, 13.492, 6.636], [12.976, 14.823, 8.351], [12.072, 14.777, 5.560], [10.836, 14.583, 6.800], [11.322, 13.270, 5.803], [12.459, 12.841, 7.857], [14.047, 12.803, 5.778], [14.861, 13.027, 7.347], [14.578, 14.448, 6.358], [12.815, 14.425, 9.207], [9.730, 10.628, 14.742], [11.226, 11.037, 14.852], [11.700, 11.462, 16.204], [11.962, 9.912, 14.427], [9.157, 11.534, 14.984], [9.509, 9.813, 15.475], [9.550, 10.217, 13.775], [11.453, 11.887, 14.134], [11.434, 10.570, 16.840], [11.267, 12.470, 16.425], [12.836, 11.535, 16.268], [12.947, 9.882, 14.711], [13.289, 11.537, 11.572], [13.392, 12.832, 12.449], [14.719, 13.482, 12.079], [12.302, 13.739, 12.288], [13.489, 11.712, 10.534], [12.297, 11.089, 11.715], [14.006, 10.835, 11.938], [13.405, 12.644, 13.513], [15.373, 12.620, 11.784], [15.117, 14.149, 12.902], [14.562, 14.132, 11.185], [12.491, 14.649, 12.008], [14.931, 16.355, 16.460], [14.116, 15.912, 15.173], [12.593, 15.922, 15.483], [14.314, 16.889, 14.143], [16.037, 16.211, 16.225], [14.676, 15.697, 17.337], [14.633, 17.398, 16.718], [14.378, 14.929, 14.901], [12.297, 15.179, 16.247], [11.948, 15.709, 14.609], [12.224, 16.828, 15.894], [15.242, 17.029, 14.093], [13.353, 7.775, 16.827], [14.676, 7.734, 16.036], [14.878, 6.325, 15.457], [14.627, 8.731, 14.993], [13.270, 6.973, 17.629], [12.544, 7.464, 16.118], [13.158, 8.792, 17.223], [15.460, 8.004, 16.688], [13.894, 5.989, 14.901], [15.113, 5.765, 16.378], [15.677, 6.259, 14.791], [14.550, 8.222, 14.147], [13.088, 16.209, 11.466], [12.604, 16.805, 10.876], [13.295, 16.656, 12.333], [9.873, 13.883, 14.507], [9.105, 13.598, 13.964], [10.620, 13.857, 13.816]], "mulliken_charge": [-1.26, 0.55, -0.82, -0.43, 0.32, 0.47, 0.18, 0.30, 0.49, 0.32, -0.25, 0.33, -1.40, 1.55, -1.28, -0.53, 0.23, 0.53, 0.36, -0.65, 0.38, 0.41, 0.12, 0.34, -1.37, 0.29, -1.11, -0.46, 0.34, 0.37, 0.34, 0.28, 0.33, 0.40, 0.24, 0.23, -1.41, 0.62, -1.33, -0.40, 0.41, 0.32, 0.30, 0.31, 0.42, 0.43, 0.15, 0.16, -1.44, 0.96, -1.47, -0.59, 0.35, 0.23, 0.44, 0.15, 0.38, 0.33, 0.36, 0.19, -1.29, 2.98, -1.39, -0.56, 0.33, 0.40, 0.15, -1.78, 0.29, 0.32, 0.34, 0.12, -1.48, 0.97, -0.96, 0.28, 0.45, -0.08, 0.57, -0.11, 0.45, -0.04, 0.14, -0.05, -1.25, 0.99, -1.26, -0.55, 0.23, 0.37, 0.32, -0.14, 0.29, 0.05, 0.50, 0.46, -0.96, 0.41, -1.38, -0.53, 0.42, 0.18, 0.18, 0.29, 0.26, 0.40, 0.46, 0.27, -0.47, 0.28, 0.33, -0.71, 0.28, 0.25], "e_tot_ha": -1901.87389, "smiles": "CC(C)O.CC(C)O.CC(C)O.CC(C)O.CC(C)O.CC(C)O.CC(C)O.CC(C)O.CC(C)O.O.O", "fmax_ha_per_bohr": 0.072, "orbital_gap_ha": 0.370, "multiplicity": 1}